[1]
DFT (the ωB97M-V functional and the def2-TZVPD basis) results for 2 unconnected molecules or ions with the total composition C4H8N2O2P.

```
17
Properties=species:S:1:pos:R:3:forces:R:3
N 0.96078 -0.82889 0.36822 0.7 1.8 1.0
H -0.46967 -1.37677 1.88294 0.8 1.3 -0.1
H 1.15221 -1.56697 2.26196 2.7 -2.2 2.0
C -1.36175 2.03167 -0.26365 -1.8 -0.5 0.0
P 1.78861 0.61252 0.03998 0.1 -0.1 -1.0
O 2.54081 1.07119 1.20051 0.4 0.4 1.0
H -0.97998 -0.50613 -0.33198 -0.7 0.0 0.1
C 0.55969 -0.90541 1.80414 -2.5 2.6 -2.5
H -0.03114 3.61467 0.01562 0.4 0.0 0.1
H 0.75129 0.16283 2.11824 -1.0 -1.5 0.9
H -0.22349 -2.13818 -0.58538 -0.5 0.1 -0.4
O 2.26969 0.64102 -1.35578 -0.6 0.2 0.1
C -0.23252 2.60578 0.35001 0.7 -1.4 -1.3
H -0.29542 2.43010 1.39097 0.2 0.2 1.1
N -2.35598 1.51695 -0.61762 1.2 0.5 0.0
H 0.26927 -0.70330 -1.52972 -0.1 -0.1 -0.5
C -0.08695 -1.04901 -0.57305 -0.1 -1.3 -0.5
```
Positions in Å, forces in eV/Å.

The highest occupied orbital energy is -3.83 eV. The net charge is -1. For the largest force on an atom, the calculation gives 4.38 eV Å⁻¹. The total energy is -758.6169 a.u. The HOMO-LUMO gap is 7.662 eV. For the energy above the lowest of the compared OMol25 structures with the same formula, charge and spin, the calculation gives 21.8 kcal per mole. The lowest unoccupied orbital energy comes out at 0.14095 Eh.

[2]
DFT (the ωB97M-V functional and the def2-TZVPD basis) results for a single C4H8N2O3 molecule.

```
17
Properties=species:S:1:pos:R:3:forces:R:3
C -2.00309 1.05724 -0.82901 1.2 0.5 0.5
H 2.34593 0.87071 0.48065 0.1 0.2 0.1
H 1.50225 0.58107 2.03307 0.0 0.0 -0.2
C -0.30395 -0.68395 -0.12957 4.5 -1.2 1.4
O -1.98279 1.61482 -1.90486 0.4 -0.8 1.2
N -0.81937 -1.62048 -0.79346 0.3 0.9 0.7
C -0.64081 0.70244 0.10749 -4.4 1.7 -2.2
O 1.88654 -1.72577 -0.27589 0.1 0.4 -0.1
H 0.09831 1.40444 -0.28104 0.1 -0.2 0.3
H 2.91099 -0.38049 1.60306 -0.4 -0.2 -0.2
C 2.01577 0.10250 1.19442 -0.4 0.6 -0.4
H -0.91877 0.89660 1.14235 0.2 0.0 0.0
O -3.16164 0.73032 -0.21913 0.4 0.0 -0.3
H 2.00571 -1.21431 -1.10056 0.1 -0.3 0.2
H -0.20830 -2.44603 -0.75009 -0.2 0.3 -0.1
N 1.14216 -0.86784 0.57229 -2.3 -1.7 -1.2
H -3.86893 0.97874 -0.84971 0.3 -0.1 0.3
```
Positions in Å, forces in eV/Å.

The highest occupied orbital energy is -9.01 eV. The net charge is 0. For the largest force on an atom, the calculation gives 5.21 eV Å⁻¹. The total energy is -492.3571 a.u. The HOMO-LUMO gap is 9.623 eV. For the energy above the lowest of the compared OMol25 structures with the same formula, charge and spin, the calculation gives 91.6 kcal per mole. The lowest unoccupied orbital energy comes out at 0.02243 Eh.

[3]
DFT (the ωB97M-V functional and the def2-TZVPD basis) results for 2 unconnected molecules or ions with the total composition C4H8N2O5.

```
19
Properties=species:S:1:pos:R:3:forces:R:3
H -1.67133 1.52366 1.06760 -2.0 -0.7 0.4
H 3.11677 0.45481 -0.37547 -0.7 0.5 0.2
O -2.11260 -0.40703 -1.11291 -0.7 0.0 0.1
H -0.05811 1.84642 1.43868 0.3 0.8 1.1
C -0.85359 2.07361 0.75983 2.6 -1.7 -1.0
N -0.31059 0.01422 -0.15322 3.8 3.0 1.6
C -3.11122 -1.10661 1.58941 -1.8 -1.1 -0.7
H -1.03188 3.09450 0.57854 0.0 1.1 -0.5
O 0.77095 -0.60195 0.46222 -0.5 1.2 -0.6
O -4.05260 -1.65616 1.23570 -1.1 -0.6 -0.3
O -0.28561 1.40024 -0.45040 -0.6 -1.2 0.4
H 2.08990 -1.94973 -0.02300 0.4 -0.3 0.1
H 2.19484 0.39621 -1.96435 -0.3 1.1 -0.8
H 3.47450 -0.76205 -1.49833 -1.0 0.7 -0.2
C 2.61004 -0.11547 -1.14574 1.0 -3.7 0.8
C 1.57835 -1.18067 -0.57586 2.2 1.6 0.6
H 1.00409 -1.65957 -1.34518 -0.6 0.0 -0.3
N -1.16778 -0.80001 -0.43411 -3.6 -2.3 -2.4
O -2.18413 -0.56441 1.94660 2.6 1.6 1.5
```
Positions in Å, forces in eV/Å.

The highest occupied orbital energy is -9.33 eV. The net charge is 0. For the largest force on an atom, the calculation gives 5.14 eV Å⁻¹. The total energy is -642.7122 a.u. The HOMO-LUMO gap is 10.070 eV. For the energy above the lowest of the compared OMol25 structures with the same formula, charge and spin, the calculation gives 147.7 kcal per mole. The lowest unoccupied orbital energy comes out at 0.02737 Eh.

[4]
DFT (the ωB97M-V functional and the def2-TZVPD basis) results for 2 unconnected molecules or ions with the total composition C4H8N2O6.

```
20
Properties=species:S:1:pos:R:3:forces:R:3
C -1.15168 0.27855 1.34573 1.0 3.0 1.9
N -1.19470 -0.34391 0.19929 1.2 -2.3 -0.4
N 1.48578 -0.24540 -0.80318 -0.1 1.4 -0.6
O -0.10391 -0.08318 2.22541 -1.1 -1.0 0.2
C 1.16107 -1.44959 -0.11050 1.3 0.6 0.5
H 1.82175 -1.44198 0.86749 -1.6 -0.5 -1.3
H -2.30082 0.85094 -1.68822 1.0 2.0 0.8
O 2.00814 1.01627 1.11087 -0.3 -0.5 0.3
C 1.84090 0.78039 -0.10824 1.9 1.6 0.3
H -0.60089 -2.21330 1.01857 0.3 0.2 -0.1
O -1.86877 1.22478 1.68992 -0.3 -0.6 -0.1
O -2.10262 1.88588 -1.90443 -0.6 -1.5 -1.3
H 1.66991 -2.09716 -0.86504 -1.1 -1.1 1.1
C -0.38721 -1.60802 0.12291 -1.3 -0.6 -1.4
O 2.37786 1.87269 -0.92992 -1.2 -1.7 0.1
H 2.14136 1.41830 -1.75305 0.2 0.6 -0.5
H -0.98012 -2.10463 -0.72608 1.4 0.5 0.9
O -2.27030 -0.27735 -0.63202 -0.3 -0.6 0.0
H 0.82358 0.21179 2.04686 -0.5 0.6 -1.1
H -2.36934 2.32492 -1.10637 -0.1 0.0 0.7
```
Positions in Å, forces in eV/Å.

The highest occupied orbital energy is 0.12 eV. The net charge is -2. For the largest force on an atom, the calculation gives 3.67 eV Å⁻¹. The total energy is -718.1069 a.u. The HOMO-LUMO gap is 6.438 eV. The lowest unoccupied orbital energy comes out at 0.24118 Eh.

[5]
DFT (the ωB97M-V functional and the def2-TZVPD basis) results for a single C4H8N2OS molecule.

```
16
Properties=species:S:1:pos:R:3:forces:R:3
N -2.16796 0.62741 -0.68441 1.6 0.9 1.3
C 0.07937 0.63432 0.19506 0.6 0.4 1.2
H 1.43473 -2.85094 0.42197 -1.8 2.8 -2.8
H -0.06368 -2.29297 -1.08021 3.1 0.9 2.5
C 0.89645 -1.92360 -0.33228 0.8 0.7 0.0
S 1.18885 3.04498 -0.10401 1.4 0.2 1.9
N 1.10794 1.36445 0.29179 2.0 1.3 0.1
H 1.77080 -1.34919 -1.08263 -2.5 -2.0 2.4
H 0.93762 -0.58318 1.71244 -0.5 -0.7 -2.0
C -1.20445 1.25664 -0.06112 -2.8 0.7 -2.7
H -2.78632 -1.16207 -1.03430 4.6 1.8 0.0
C 0.31627 -0.76331 0.75070 0.3 -1.8 0.0
H 2.25371 3.49524 0.90916 -2.1 -1.3 -2.1
O -1.75983 -0.68520 -0.96616 -5.5 -1.7 -0.3
H -1.38401 2.41277 -0.03316 0.5 -2.4 0.5
H -0.61949 -1.22534 1.09715 0.1 0.4 -0.1
```
Positions in Å, forces in eV/Å.

The highest occupied orbital energy is -8.81 eV. The net charge is 0. For the largest force on an atom, the calculation gives 5.74 eV Å⁻¹. The total energy is -739.9348 a.u. The HOMO-LUMO gap is 8.963 eV. For the energy above the lowest of the compared OMol25 structures with the same formula, charge and spin, the calculation gives 142.6 kcal per mole. The lowest unoccupied orbital energy comes out at 0.00567 Eh.

[6]
DFT (the ωB97M-V functional and the def2-TZVPD basis) results for a single C4H8N2OS molecule.

```
16
Properties=species:S:1:pos:R:3:forces:R:3
H -0.04848 -1.11426 -0.91162 2.1 1.6 1.6
C 0.75646 -0.46903 -0.31407 -0.4 0.5 -1.8
H -2.44188 -1.28596 -1.16896 -0.6 1.0 0.7
O -1.51123 -1.44635 0.54386 -1.0 -0.3 6.4
C -0.95863 1.38918 -0.16760 -0.8 -0.9 -0.1
H 1.67283 1.33421 1.29441 -0.2 0.9 -1.3
H -1.79642 -1.34916 1.65228 1.5 -0.4 -5.0
H -3.46372 -0.92765 0.33074 0.5 0.5 -1.0
C -2.47809 -0.74238 -0.17525 -0.5 -0.3 -0.6
N 1.24765 1.78834 0.43594 3.1 0.0 0.2
S 2.36117 -0.92788 -0.12374 -1.8 0.2 0.0
C -2.14409 0.73292 -0.26218 0.3 1.4 -0.5
H 2.12300 1.95148 -0.26705 -2.7 -1.0 1.9
N 0.33793 0.83534 -0.02485 0.1 -1.0 -0.8
H -0.95662 2.50069 -0.17454 0.2 -1.1 -0.1
H -2.93065 1.47768 -0.48930 0.1 -0.9 0.3
```
Positions in Å, forces in eV/Å.

The highest occupied orbital energy is -8.41 eV. The net charge is 0. For the largest force on an atom, the calculation gives 6.44 eV Å⁻¹. The total energy is -740.0272 a.u. The HOMO-LUMO gap is 8.711 eV. For the energy above the lowest of the compared OMol25 structures with the same formula, charge and spin, the calculation gives 84.6 kcal per mole. The lowest unoccupied orbital energy comes out at 0.01097 Eh.

Look up the net charge of the third one. 0

The lowest highest occupied orbital energy belongs to which entry? C4H8N2O5

Which value of net charge does entry 2 give? 0